1.
Molecular formula: C8H9N3OS
Method: DFT, ωB97M-V/def2-TZVPD

```
! wB97M-V def2-TZVPD RIJCOSX def2/J DEFGRID3
* xyz 0 1
C 1.951 -2.573 -0.421
C 2.977 -0.552 -0.818
C -0.089 -0.408 1.532
C -2.160 0.506 0.556
C -1.430 1.406 1.647
C -1.010 2.775 1.276
C 0.768 -1.839 -3.197
C 2.264 -1.601 -1.399
N 1.668 -3.295 0.445
N 3.643 0.289 -0.448
N -0.298 0.679 2.126
O 1.569 -1.236 -2.421
S -1.258 -1.015 0.280
H -3.121 0.339 0.896
H -2.204 0.973 -0.410
H -2.089 1.402 2.521
H -1.722 3.215 0.644
H -0.167 2.556 0.587
H -0.788 3.519 1.978
H 0.438 -2.785 -2.966
H 0.305 -1.171 -3.984
H 0.754 -1.187 1.578
*
```

Computed properties:
Kohn-Sham gap (alpha / beta) = 7.41 / 7.15 eV
Calculated total energy = -25789.3549 eV
ΔE to the lowest compared entry with this formula, charge and spin = 5.714 eV

2.
Molecular formula: C3H9N3O
Method: DFT, ωB97M-V/def2-TZVPD

```
! wB97M-V def2-TZVPD RIJCOSX def2/J DEFGRID3
* xyz 0 1
C 2.163 -0.360 -0.083
N 1.252 0.744 0.132
C -0.787 -0.641 0.108
C -0.133 0.526 0.013
N -2.186 -0.760 -0.109
N -0.903 1.705 -0.219
O -0.192 -1.849 0.427
H -0.809 -2.533 0.140
H 1.524 1.546 -0.427
H -2.709 -0.872 0.756
H -2.536 0.045 -0.612
H -0.305 2.520 -0.261
H -1.593 1.855 0.510
H 1.938 -1.147 0.631
H 3.177 0.001 0.088
H 2.099 -0.781 -1.094
*
```

Computed properties:
SMILES string = CN/C(N)=C(/N)O
Kohn-Sham gap = 7.79 eV
Calculated total energy = -9773.9232 eV
ΔE to the lowest compared entry with this formula, charge and spin = 1.616 eV

3.
Molecular formula: C7H14N3
Method: DFT, ωB97M-V/def2-TZVPD

```
! wB97M-V def2-TZVPD RIJCOSX def2/J DEFGRID3
* xyz 1 1
C 1.103 -1.915 -1.630
C 2.190 -2.678 -1.435
C 2.303 -1.054 0.109
C 1.191 -0.917 -0.619
C -0.864 -0.038 1.811
C -2.150 1.844 1.162
C -0.437 1.291 -0.412
N 3.008 -2.156 -0.441
N -0.828 1.616 -1.697
N -1.388 0.661 0.551
H 0.247 -1.949 -2.272
H 2.349 -3.582 -1.902
H 2.877 -0.528 0.802
H -0.245 0.577 2.317
H -1.632 -0.383 2.322
H -0.236 -0.726 1.402
H -2.727 2.131 0.377
H -2.947 1.568 1.874
H -1.468 2.694 1.589
H 0.260 2.019 0.117
H 3.832 -2.487 -0.026
H -1.702 1.219 -2.056
H -0.698 2.612 -1.923
H -2.037 0.181 -0.019
*
```

Computed properties:
Kohn-Sham gap (alpha / beta) = 8.19 / 8.05 eV
Calculated total energy = -11943.9015 eV
ΔE to the lowest compared entry with this formula, charge and spin = 7.018 eV

4.
Molecular formula: C3H6N4O
Method: DFT, ωB97M-V/def2-TZVPD

```
! wB97M-V def2-TZVPD RIJCOSX def2/J DEFGRID3
* xyz 0 1
C -0.665 1.324 -0.069
C 0.514 0.326 -0.232
C 0.397 -1.122 -0.211
H -0.235 2.358 -0.152
H -1.350 1.354 0.851
H -1.219 1.272 -1.089
H 3.474 -0.539 -0.207
H -2.957 -1.557 0.510
H -1.480 0.347 0.873
N 1.724 0.664 -0.169
N 2.548 -0.338 0.234
N -0.723 -1.770 -0.118
N -1.730 -0.804 -0.108
O 1.702 -1.514 -0.112
*
```

Computed properties:
Kohn-Sham gap = 7.94 eV
Calculated total energy = -11205.3310 eV
ΔE to the lowest compared entry with this formula, charge and spin = 11.446 eV

5.
Molecular formula: C30H72BN2O8Pb
Method: DFT, ωB97M-V/def2-TZVPD

```
! wB97M-V def2-TZVPD RIJCOSX def2/J DEFGRID3
* xyz 2 2
Pb -3.404 0.886 -0.637
B -0.919 0.439 -0.141
H -0.934 0.654 -1.198
H -1.618 -0.340 0.125
H 0.065 0.124 0.170
H -1.257 1.357 0.313
C -6.211 -1.332 -0.186
O -4.940 -1.335 -0.730
C -4.752 -2.426 -1.718
C -3.217 -2.643 -1.980
O -2.704 -1.373 -2.497
C -1.544 -1.432 -3.315
H -6.247 -2.111 0.575
H -6.974 -1.610 -0.913
H -6.392 -0.392 0.336
H -5.313 -2.090 -2.590
H -5.212 -3.356 -1.386
H -3.084 -3.526 -2.604
H -2.719 -2.860 -1.035
H -1.173 -0.537 -3.815
H -1.746 -2.197 -4.065
H -0.733 -1.758 -2.663
C -1.173 4.383 -0.622
O -1.996 3.367 -1.224
C -1.473 3.045 -2.570
C -2.532 2.617 -3.535
O -3.202 1.432 -3.162
C -4.100 0.915 -4.141
H -1.171 5.367 -1.089
H -0.117 4.146 -0.491
H -1.578 4.567 0.374
H -0.781 2.210 -2.458
H -0.961 3.907 -2.997
H -2.057 2.422 -4.496
H -3.238 3.419 -3.752
H -3.606 0.670 -5.081
H -4.954 1.584 -4.253
H -4.613 0.066 -3.690
C -3.469 -1.901 2.116
O -3.506 -0.547 1.691
C -3.502 0.317 2.870
C -2.819 1.641 2.669
O -3.289 2.354 1.523
C -4.244 3.365 1.864
H -2.617 -2.144 2.752
H -3.266 -2.411 1.175
H -4.353 -2.375 2.542
H -3.133 -0.165 3.775
H -4.515 0.486 3.234
H -1.804 1.292 2.476
H -2.759 2.222 3.589
H -5.020 2.963 2.516
H -4.630 3.621 0.878
H -3.716 4.265 2.178
C 1.086 -3.203 4.320
C 1.703 -2.144 3.383
C 3.243 -2.321 3.282
C 3.616 -3.600 2.396
C 2.963 -3.358 1.012
C 1.439 -3.078 1.013
N 1.174 -2.036 1.982
O -0.115 -1.445 1.904
C 1.284 -2.499 -0.457
C 0.659 -4.346 1.223
C 1.525 -0.818 4.081
H 0.102 -3.514 3.970
H 0.736 -2.774 5.259
H 1.719 -4.040 4.617
H 3.758 -1.451 2.875
H 3.607 -2.441 4.302
H 3.327 -4.582 2.772
H 4.703 -3.585 2.327
H 3.094 -4.266 0.424
H 3.567 -2.588 0.533
H 1.860 -1.607 -0.703
H 1.632 -3.133 -1.273
H 0.229 -2.311 -0.661
H 0.906 -5.187 0.575
H 0.921 -4.763 2.195
H -0.412 -4.152 1.268
H 0.486 -0.488 4.056
H 2.199 -0.068 3.666
H 1.827 -0.820 5.128
H 0.032 -0.679 1.344
C 2.440 1.668 1.414
C 3.339 2.089 0.156
C 4.743 1.434 0.434
C 5.839 1.478 -0.722
C 5.166 0.834 -1.909
C 3.740 1.375 -2.308
N 2.875 1.495 -1.104
O 1.594 1.895 -1.326
C 3.823 2.698 -3.124
C 3.145 0.321 -3.238
C 3.430 3.610 0.100
H 2.380 0.581 1.460
H 1.405 2.009 1.399
H 2.994 1.972 2.303
H 5.308 1.906 1.238
H 4.596 0.424 0.816
H 6.736 0.955 -0.391
H 6.063 2.489 -1.064
H 5.069 -0.233 -1.709
H 5.773 0.775 -2.813
H 4.444 2.642 -4.018
H 2.824 2.951 -3.477
H 4.190 3.523 -2.513
H 2.929 -0.597 -2.691
H 2.192 0.653 -3.651
H 3.786 0.007 -4.062
H 2.537 4.056 -0.338
H 4.347 3.906 -0.410
H 3.486 4.060 1.091
H 1.162 1.080 -1.060
*
```

Computed properties:
Kohn-Sham gap (alpha / beta) = 7.54 / 3.98 eV
Calculated total energy = -57538.2856 eV
Expectation value of S² = 0.7540

6.
Molecular formula: C20H44Cl3N3O17S
Method: DFT, ωB97M-V/def2-TZVPD

```
! wB97M-V def2-TZVPD RIJCOSX def2/J DEFGRID3
* xyz 3 2
N -2.408 4.191 0.252
H -3.263 3.743 0.550
H -1.692 3.494 0.105
H -2.028 4.784 0.976
H -2.602 4.654 -0.624
N 0.010 2.601 3.079
H -0.342 2.013 3.821
H -0.238 3.538 3.362
H -0.368 2.475 2.151
H 1.015 2.695 3.090
N 1.397 4.396 0.560
H 2.197 4.168 1.133
H 1.555 4.907 -0.297
H 0.818 5.042 1.076
H 0.809 3.580 0.469
C -0.893 1.112 -0.398
O -0.415 2.232 0.347
H -0.272 0.220 -0.314
H -1.945 0.876 -0.241
H -0.807 1.410 -1.443
C -5.722 0.393 1.031
Cl -6.890 1.458 1.748
Cl -4.765 1.386 0.015
Cl -6.599 -0.849 0.103
H -5.253 -0.042 1.914
C 3.605 -0.448 1.929
C 2.172 -0.761 1.379
C 2.086 -1.590 0.132
O 1.585 -2.751 0.534
C 1.019 -2.658 1.728
O 0.283 -3.497 2.183
O 1.322 -1.421 2.227
H 3.518 0.452 2.537
H 4.242 -0.332 1.052
H 3.951 -1.178 2.661
H 1.683 0.198 1.212
H 3.004 -1.792 -0.420
H 1.407 -1.015 -0.498
C -0.791 -1.228 -5.631
C -0.449 -0.233 -4.496
C 0.451 -0.874 -3.458
O 1.489 0.051 -3.252
C 1.343 1.070 -4.111
O 2.032 2.073 -4.093
O 0.412 0.744 -5.065
H -1.358 -2.070 -5.235
H 0.153 -1.727 -5.853
H -1.159 -0.707 -6.515
H -1.326 0.130 -3.960
H 0.950 -1.751 -3.871
H 0.025 -1.111 -2.483
C -2.563 -1.442 2.390
C -2.246 -1.193 3.879
C -1.670 -2.394 4.573
O -0.659 -1.670 5.248
C -0.396 -0.451 4.853
O 0.391 0.347 5.229
O -1.203 -0.219 3.798
H -3.424 -2.104 2.304
H -1.649 -1.830 1.940
H -2.780 -0.501 1.886
H -3.159 -0.841 4.359
H -1.231 -3.173 3.951
H -2.439 -2.759 5.255
C 2.985 1.995 -0.820
C 4.513 1.853 -0.901
C 5.039 1.080 -2.075
O 6.191 1.767 -2.493
C 6.314 2.919 -1.922
O 7.315 3.603 -1.999
O 5.152 3.128 -1.198
H 2.285 1.184 -1.018
H 2.635 2.829 -1.429
H 2.765 2.312 0.200
H 4.931 1.478 0.032
H 4.349 0.940 -2.908
H 5.379 0.147 -1.626
C -2.449 -5.554 -1.481
C -3.561 -5.039 -0.587
O -3.463 -3.676 -0.470
S -2.232 -2.968 -1.399
O -1.141 -2.573 -0.468
O -2.676 -1.891 -2.330
O -1.940 -4.430 -2.166
H -2.782 -6.332 -2.168
H -1.631 -5.835 -0.817
H -3.409 -5.492 0.393
H -4.486 -5.268 -1.116
*
```

Computed properties:
Kohn-Sham gap (alpha / beta) = 7.46 / 2.53 eV
Calculated total energy = -109100.7059 eV
Expectation value of S² = 0.7554

7.
Molecular formula: C35H35Cl4GeLuN3O2
Method: DFT, ωB97M-V/def2-TZVPD

```
! wB97M-V def2-TZVPD RIJCOSX def2/J DEFGRID3
* xyz -1 1
Lu 0.050 -0.333 -0.919
Cl 6.419 -2.971 -2.407
C 4.784 -2.328 -2.461
C 4.455 -1.401 -3.440
C 3.149 -0.932 -3.461
C 2.184 -1.346 -2.548
O 0.946 -0.874 -2.657
C 2.535 -2.270 -1.503
C 1.702 -2.776 -0.450
N 0.457 -2.349 -0.067
C -0.257 -3.097 0.872
C 0.258 -4.285 1.426
C -0.525 -5.134 2.194
C -1.852 -4.858 2.420
C -2.406 -3.651 1.957
C -3.792 -3.371 2.127
C -4.312 -2.192 1.603
C -3.467 -1.245 1.100
N -2.107 -1.430 1.079
C -1.572 -2.714 1.285
C 3.866 -2.754 -1.534
H 5.190 -1.069 -4.159
H 2.828 -0.226 -4.217
H 2.163 -3.589 0.093
H 1.274 -4.584 1.236
H -0.085 -6.045 2.585
H -2.489 -5.549 2.958
H -4.425 -4.115 2.590
H -5.375 -1.988 1.612
H -3.799 -0.274 0.758
H 4.172 -3.475 -0.785
Cl -5.520 0.423 -5.903
C -4.278 0.667 -4.704
C -3.727 -0.425 -4.048
C -2.742 -0.207 -3.111
Cl -2.071 -1.567 -2.258
C -2.239 1.070 -2.757
O -1.324 1.231 -1.864
C -2.863 2.121 -3.455
Cl -2.372 3.776 -3.118
C -3.850 1.944 -4.407
H -4.064 -1.429 -4.260
H -4.280 2.798 -4.912
C -1.966 -0.289 4.202
Ge -0.502 -0.079 2.900
C 0.293 1.679 3.287
C 0.863 -1.382 3.409
C -1.244 -0.215 1.097
H -1.589 -0.277 5.226
H -2.481 -1.236 4.034
H -2.697 0.513 4.090
H 0.646 1.649 4.320
H -0.444 2.481 3.217
H 1.144 1.905 2.646
H 1.277 -1.067 4.370
H 1.674 -1.451 2.686
H 0.430 -2.375 3.520
H -1.959 0.623 1.086
C 0.609 5.335 -0.238
N 0.043 4.073 -0.760
C -0.646 3.318 0.323
C 1.089 3.245 -1.515
C 2.064 2.556 -0.613
C 3.218 3.232 -0.207
C 4.139 2.602 0.612
C 3.905 1.289 1.001
C 2.758 0.629 0.578
C 1.785 1.230 -0.239
H -0.193 5.918 0.209
H 1.068 5.879 -1.060
H 1.359 5.084 0.509
H -0.664 4.287 -1.466
H 0.115 2.952 1.002
H -1.182 2.493 -0.135
H -1.318 4.009 0.828
H 1.551 3.963 -2.198
H 0.496 2.527 -2.076
H 3.413 4.242 -0.559
H 5.041 3.117 0.918
H 4.629 0.773 1.622
H 2.636 -0.407 0.883
*
```

Computed properties:
Kohn-Sham gap (alpha / beta) = 3.90 / 3.94 eV
Calculated total energy = -185656.8285 eV
ΔE to the lowest compared entry with this formula, charge and spin = 0.000 eV

8.
Molecular formula: C6H9N
Method: DFT, ωB97M-V/def2-TZVPD

```
! wB97M-V def2-TZVPD RIJCOSX def2/J DEFGRID3
* xyz 0 1
C -0.963 0.646 -3.183
C -0.198 0.261 -1.996
C 0.430 -0.044 -1.014
C 1.152 -0.423 0.207
N 0.602 0.264 1.370
C 0.696 -0.458 2.624
C -0.602 -0.326 1.917
H -1.495 -0.213 -3.605
H -0.305 1.051 -3.958
H -1.702 1.414 -2.932
H 1.113 -1.523 0.322
H 2.211 -0.152 0.120
H 0.915 0.149 3.500
H 1.170 -1.440 2.614
H -0.996 -1.219 1.428
H -1.356 0.376 2.262
*
```

Computed properties:
SMILES string = CC#CCN1CC1
Kohn-Sham gap = 10.30 eV
Calculated total energy = -7855.0046 eV
ΔE to the lowest compared entry with this formula, charge and spin = 3.155 eV

- What is the calculated total energy in the seventh record?
  -185656.8285 eV

- Which formula does entry 5 have?
  C30H72BN2O8Pb